A molecular structure, C45H45AgAsN3S2Si at a distorted geometry, computed with ωB97M-V/def2-TZVPD.

The frontier orbital gap is 0.172 Ha. As for the energy: -146253.67725 eV. As for the HOMO energy: -6.10 eV. The LUMO energy comes out at -1.407 eV.

Geometry (Å):
Ag: -0.93273 -1.29795 -0.74930
S: 1.61716 -1.49415 -0.77235
C: 2.14147 -1.41808 0.82158
N: 3.42258 -1.09225 1.11179
C: 3.89168 -1.10650 2.48679
C: 3.26711 -2.29372 3.17398
N: 1.82353 -2.14553 3.12495
C: 1.05192 -2.30839 4.35609
C: 0.19324 -3.55883 4.40929
C: -1.13122 -3.49474 4.82159
C: -1.90471 -4.64212 4.87520
C: -1.35935 -5.86606 4.51356
C: -0.03701 -5.93728 4.10494
C: 0.73718 -4.78740 4.05828
C: 1.24883 -1.76663 1.95578
S: -0.41009 -1.61003 1.86568
C: 4.37514 -0.56605 0.13816
C: 4.82618 0.82655 0.51314
C: 3.91863 1.88045 0.51153
C: 4.32316 3.15572 0.87170
C: 5.63757 3.38368 1.25586
C: 6.54638 2.33686 1.26895
C: 6.14148 1.06315 0.89651
H: 3.62308 -0.18090 3.00696
H: 4.97746 -1.19334 2.47865
H: 3.58779 -2.35401 4.21085
H: 3.57722 -3.20957 2.65968
H: 0.42323 -1.42443 4.49837
H: 1.77875 -2.35512 5.16806
H: -1.56669 -2.53460 5.07199
H: -2.94017 -4.57704 5.18296
H: -1.96621 -6.76135 4.54657
H: 0.39365 -6.88860 3.82015
H: 1.77004 -4.84287 3.73026
H: 3.89809 -0.58222 -0.83575
H: 5.24077 -1.23343 0.10479
H: 2.88739 1.70259 0.23074
H: 3.60681 3.96535 0.85168
H: 5.95408 4.37688 1.54779
H: 7.57111 2.50748 1.57354
H: 6.85565 0.24653 0.89855
C: -5.11623 -3.84036 -2.00786
Si: -3.33745 -3.20662 -1.81156
C: -2.49212 -3.43624 -3.49061
C: -2.56288 -4.36967 -0.52313
N: -3.03495 -1.60966 -1.25364
C: -3.92270 -0.66668 -0.81619
C: -5.26175 -0.58114 -1.26831
C: -6.12504 0.39421 -0.80583
C: -5.71278 1.33385 0.13384
C: -4.40417 1.28187 0.59296
C: -3.52852 0.31897 0.12218
H: -5.10101 -4.92429 -2.14334
H: -5.61750 -3.40488 -2.87490
H: -5.71521 -3.62085 -1.12152
H: -2.40583 -4.49506 -3.75138
H: -1.48719 -3.00709 -3.49253
H: -3.06248 -2.94477 -4.28190
H: -2.62304 -5.41985 -0.82472
H: -3.08622 -4.26153 0.43052
H: -1.51006 -4.13115 -0.34599
H: -5.59410 -1.29017 -2.01329
H: -7.13921 0.42774 -1.18757
H: -6.39672 2.08983 0.49788
H: -4.05727 2.01136 1.31687
H: -2.51018 0.28372 0.49947
C: 0.54360 4.17183 1.90721
C: 0.27408 2.82123 2.05930
C: 0.04673 2.03320 0.93908
C: 0.08408 2.57919 -0.33730
C: 0.35153 3.93774 -0.48184
C: 0.57967 4.72743 0.63501
As: -0.24029 1.37411 -1.86710
C: 1.16411 2.13975 -2.98520
C: 2.50313 1.78959 -3.00162
C: 3.40356 2.54524 -3.74132
C: 2.95263 3.63039 -4.47926
C: 1.60290 3.95086 -4.51125
C: 0.69499 3.20215 -3.77033
C: -0.76477 3.39596 -3.73181
C: -1.49266 4.28432 -4.51445
C: -2.87714 4.30305 -4.43364
C: -3.54567 3.43071 -3.58607
C: -2.82900 2.54335 -2.79363
C: -1.44515 2.54119 -2.85200
H: 0.72197 4.79481 2.77486
H: 0.22621 2.37843 3.04763
H: -0.17357 0.98124 1.05281
H: 0.36992 4.38322 -1.46883
H: 0.78443 5.78434 0.51321
H: 2.83823 0.91803 -2.45165
H: 4.45481 2.28558 -3.75101
H: 3.65970 4.22072 -5.04837
H: 1.26134 4.78325 -5.11423
H: -0.99005 4.94547 -5.21032
H: -3.44147 4.99555 -5.04547
H: -4.62733 3.42387 -3.54849
H: -3.34613 1.85062 -2.14298

These are the Mulliken partial charges, in e, on atoms 1 to 2: 0.459, -0.397

***

3 unconnected molecules or ions with the total composition C45H45BClNO7P at a distorted geometry, computed with ωB97M-V/def2-TZVPD.

The frontier orbital gap is 0.308 Ha. As for the energy: -85702.76815 eV. As for the HOMO energy: -11.12 eV. As for the total charge: +1. The LUMO energy comes out at -2.736 eV.

Geometry (Å):
C: -3.19764 -1.86883 1.71447
C: -3.72677 -1.62098 0.27401
B: -2.77373 -2.25196 -0.82720
O: -3.35531 -3.02969 -1.80145
C: -1.19086 -2.02861 -0.76269
C: -0.80184 -0.74602 -1.54881
C: -1.56544 0.48957 -1.07900
C: -0.89728 1.76955 -1.62017
C: 0.49926 1.96821 -0.99152
O: 1.49562 1.66140 -1.98064
C: 2.71119 1.46923 -1.25289
C: -1.04437 -1.02607 -3.05075
C: -0.45739 -2.35119 -3.59090
C: -0.46124 -3.55871 -2.62974
P: 0.95572 -4.65292 -3.21188
O: 0.76380 -6.08629 -2.45894
Cl: 2.64061 -3.78773 -2.36775
N: -0.34610 -3.18773 -1.18475
C: -0.47189 -4.32061 -0.24776
C: -1.45585 -5.27209 -0.32873
C: -1.53963 -6.27087 0.61016
C: -0.62212 -6.31981 1.63351
C: 0.39276 -5.39137 1.69318
C: 0.46043 -4.39711 0.75180
H: -2.42654 -1.12028 1.92882
H: -4.01491 -1.63089 2.40101
H: -2.84428 -2.88889 1.87555
H: -3.88119 -0.55472 0.08141
H: -4.71777 -2.09203 0.19937
H: -4.13009 -3.48378 -1.44704
H: -0.94926 -1.83608 0.29056
H: 0.28240 -0.60963 -1.39966
H: -2.59910 0.50602 -1.44047
H: -1.56121 0.55369 0.01646
H: -0.76068 1.70756 -2.70427
H: -1.50912 2.65523 -1.43201
H: 0.61388 1.20088 -0.20815
H: 0.63566 2.96645 -0.56068
H: 3.54748 1.42173 -1.95302
H: 2.89515 2.34821 -0.61940
H: 2.67274 0.56892 -0.62528
H: -2.10492 -0.89461 -3.29207
H: -0.52953 -0.22382 -3.59011
H: 0.56933 -2.16071 -3.92606
H: -1.03640 -2.64143 -4.46962
H: -1.35238 -4.15774 -2.82176
H: 0.54970 -6.76388 -3.11429
H: 0.62971 -2.87944 -1.06656
H: -2.17785 -5.18052 -1.13504
H: -2.35124 -6.98356 0.51738
H: -0.70976 -7.09264 2.39044
H: 1.12548 -5.43219 2.49153
H: 1.27396 -3.67587 0.82662
C: -1.38876 9.42716 -3.93984
C: -0.47537 10.05234 -4.78266
C: 0.61254 9.34935 -5.27319
C: 0.79899 8.02066 -4.91431
C: -0.10584 7.39928 -4.04936
C: -1.20461 8.10453 -3.57339
C: 0.10219 5.99229 -3.61576
O: -0.68562 5.44640 -2.86580
C: 1.30265 5.26628 -4.11270
C: 1.53555 3.97047 -3.66851
C: 2.64109 3.27587 -4.13284
C: 3.50780 3.87078 -5.04636
C: 3.27990 5.16472 -5.48450
C: 2.18181 5.87030 -5.01237
C: 1.96350 7.27295 -5.46397
O: 2.71921 7.79398 -6.25645
H: -2.24280 9.97624 -3.56495
H: -0.61491 11.08960 -5.05809
H: 1.31999 9.83374 -5.93266
H: -1.91190 7.61995 -2.91398
H: 0.85909 3.51967 -2.96780
H: 2.82868 2.27209 -3.78932
H: 4.36645 3.32267 -5.41313
H: 3.95635 5.62806 -6.19018
C: -2.79528 -2.89346 5.00394
C: -2.06392 -4.00519 4.59692
C: -0.73553 -4.13325 4.95978
C: -0.12585 -3.14506 5.72203
C: -0.85245 -2.01908 6.11198
C: -2.19258 -1.90160 5.75904
C: -0.20160 -0.92643 6.89013
O: -0.83485 0.04979 7.23111
C: 1.24163 -1.06044 7.22775
C: 1.88114 -0.02922 7.90389
C: 3.22088 -0.14565 8.23584
C: 3.92653 -1.29710 7.90128
C: 3.29610 -2.32648 7.22232
C: 1.95577 -2.20947 6.87514
C: 1.30111 -3.30737 6.11665
O: 1.91265 -4.31331 5.81628
H: -3.83696 -2.80127 4.72450
H: -2.53530 -4.77370 3.99578
H: -0.16794 -5.00010 4.64885
H: -2.75850 -1.03386 6.07086
H: 1.33245 0.86497 8.16746
H: 3.71823 0.66089 8.75862
H: 4.97133 -1.38838 8.16821
H: 3.84582 -3.21994 6.95854

These are the Mulliken partial charges, in e, on atoms 1 to 2: -1.083, -0.545